{"formula": "C29H76BClO29P6S", "method": "ωB97M-V/def2-TZVPD", "e_lumo_ev": -3.17, "e_homo_ev": -8.786, "smiles": "COCCCCC[C@H]1CS(=O)(=O)O[C@@H](Cl)[C@@H]1B(C)O.COP(=O)(OC)OC.COP(=O)(OC)OC.COP(=O)(OC)OC.COP(=O)(OC)OC.COP(=O)(OC)OC.COP(=O)(OC)OC", "homo_lumo_gap_ev": 5.6, "charge": 0, "largest_force_ha_per_bohr": 0.2014, "species": ["C", "O", "C", "C", "C", "C", "C", "C", "C", "S", "O", "O", "O", "C", "Cl", "C", "B", "C", "O", "H", "H", "H", "H", "H", "H", "H", "H", "H", "H", "H", "H", "H", "H", "H", "H", "H", "H", "H", "H", "H", "H", "C", "O", "P", "O", "O", "C", "O", "C", "H", "H", "H", "H", "H", "H", "H", "H", "H", "C", "O", "P", "O", "O", "C", "O", "C", "H", "H", "H", "H", "H", "H", "H", "H", "H", "C", "O", "P", "O", "O", "C", "O", "C", "H", "H", "H", "H", "H", "H", "H", "H", "H", "C", "O", "P", "O", "O", "C", "O", "C", "H", "H", "H", "H", "H", "H", "H", "H", "H", "C", "O", "P", "O", "O", "C", "O", "C", "H", "H", "H", "H", "H", "H", "H", "H", "H", "C", "O", "P", "O", "O", "C", "O", "C", "H", "H", "H", "H", "H", "H", "H", "H", "H"], "positions_angstrom": [[-2.48, -1.23, 5.63], [-3.02, -2.28, 4.76], [-4.45, -2.52, 4.98], [-5.41, -2.09, 3.68], [-4.60, -1.12, 2.61], [-5.52, -0.49, 1.42], [-5.24, -1.05, -0.09], [-3.66, -1.30, -0.47], [-3.39, -2.93, -0.23], [-1.51, -3.13, -0.24], [-1.03, -2.54, 1.14], [-1.07, -4.62, -0.41], [-0.93, -2.08, -1.45], [-1.91, -1.86, -2.52], [-2.35, -3.41, -3.48], [-3.26, -1.01, -2.03], [-2.93, 0.59, -2.36], [-2.88, 1.15, -3.94], [-2.65, 1.61, -1.32], [-1.35, -1.53, 5.89], [-3.03, -1.11, 6.66], [-2.40, -0.19, 5.05], [-4.58, -3.70, 5.11], [-4.88, -2.04, 5.97], [-5.89, -3.04, 3.18], [-6.29, -1.45, 4.15], [-4.20, -0.20, 3.25], [-3.65, -1.71, 2.27], [-5.50, 0.70, 1.51], [-6.65, -0.78, 1.67], [-5.86, -2.03, -0.27], [-5.67, -0.24, -0.85], [-2.96, -0.64, 0.21], [-3.92, -3.55, -1.10], [-3.88, -3.31, 0.79], [-1.38, -1.15, -3.32], [-4.16, -1.30, -2.74], [-1.79, 0.83, -4.33], [-3.02, 2.32, -4.02], [-3.64, 0.55, -4.63], [-2.28, 2.42, -1.80], [4.17, 4.51, -5.22], [3.48, 3.31, -4.93], [1.94, 3.19, -5.71], [1.31, 4.02, -4.59], [1.84, 1.59, -5.34], [2.16, 1.16, -4.03], [0.40, 3.08, -6.50], [0.08, 4.21, -7.28], [5.16, 4.46, -4.76], [4.28, 4.62, -6.30], [3.63, 5.36, -4.80], [1.95, 1.93, -3.28], [3.21, 0.88, -3.98], [1.56, 0.28, -3.80], [0.88, 4.41, -8.00], [-0.06, 5.09, -6.64], [-0.85, 4.02, -7.82], [3.45, 6.26, 1.18], [3.58, 7.24, 0.17], [4.93, 6.98, -0.88], [5.85, 7.67, 0.14], [4.35, 8.08, -1.95], [3.87, 9.33, -1.48], [6.29, 6.72, -1.92], [7.06, 5.58, -1.57], [2.53, 6.45, 1.74], [3.41, 5.26, 0.74], [4.30, 6.33, 1.87], [4.38, 9.65, -0.56], [2.80, 9.26, -1.29], [4.05, 10.09, -2.25], [6.42, 4.70, -1.53], [7.55, 5.74, -0.61], [7.82, 5.43, -2.34], [1.38, -6.01, 4.58], [1.78, -7.34, 4.30], [1.27, -7.90, 2.75], [-0.11, -8.25, 3.33], [2.27, -9.20, 2.86], [2.31, -9.96, 4.06], [0.75, -8.46, 1.20], [0.00, -7.50, 0.47], [1.82, -5.71, 5.54], [1.74, -5.34, 3.80], [0.29, -5.95, 4.66], [1.35, -9.93, 4.59], [3.10, -9.56, 4.70], [2.54, -10.99, 3.81], [0.56, -6.57, 0.39], [-0.96, -7.31, 0.97], [-0.19, -7.89, -0.53], [-0.85, -10.96, 2.17], [-1.54, -12.16, 2.46], [-3.08, -12.28, 1.67], [-3.71, -11.45, 2.80], [-3.18, -13.88, 2.05], [-2.86, -14.31, 3.36], [-4.62, -12.39, 0.89], [-4.94, -11.26, 0.11], [0.14, -11.01, 2.63], [-0.74, -10.85, 1.09], [-1.39, -10.11, 2.59], [-3.07, -13.54, 4.11], [-1.81, -14.59, 3.40], [-3.46, -15.19, 3.59], [-4.14, -11.07, -0.61], [-5.08, -10.38, 0.75], [-5.87, -11.46, -0.43], [-5.65, 8.61, -4.61], [-6.12, 7.44, -3.96], [-5.32, 6.00, -4.47], [-6.25, 5.91, -5.69], [-5.97, 5.17, -3.21], [-7.35, 5.30, -2.92], [-4.51, 4.56, -4.98], [-3.53, 4.78, -5.98], [-6.15, 9.48, -4.17], [-4.57, 8.70, -4.47], [-5.89, 8.57, -5.68], [-7.94, 5.53, -3.81], [-7.48, 6.10, -2.18], [-7.71, 4.36, -2.49], [-2.81, 5.53, -5.63], [-4.00, 5.11, -6.91], [-3.00, 3.84, -6.16], [7.87, 7.64, 5.88], [8.02, 7.60, 4.48], [8.90, 6.22, 3.92], [10.23, 6.94, 4.22], [8.45, 6.52, 2.37], [8.53, 7.84, 1.86], [9.78, 4.83, 3.37], [10.22, 3.98, 4.41], [7.23, 8.49, 6.14], [7.39, 6.72, 6.23], [8.84, 7.77, 6.37], [9.34, 8.41, 2.33], [7.58, 8.35, 2.01], [8.73, 7.78, 0.78], [9.37, 3.69, 5.03], [10.97, 4.49, 5.03], [10.67, 3.09, 3.97]]}


{"formula": "C5H14", "method": "ωB97M-V/def2-TZVPD", "e_lumo_ev": 1.12, "e_homo_ev": -11.104, "relative_energy_kcal_mol": 7.8, "smiles": "CCC.CC", "homo_lumo_gap_ev": 12.2, "charge": 0, "largest_force_ha_per_bohr": 0.0271, "species": ["C", "C", "H", "H", "H", "H", "H", "H", "C", "C", "C", "H", "H", "H", "H", "H", "H", "H", "H"], "positions_angstrom": [[1.65, -1.10, 1.87], [0.58, -2.06, 1.36], [2.42, -1.66, 2.41], [2.12, -0.63, 1.00], [1.25, -0.35, 2.52], [0.82, -2.39, 0.34], [-0.36, -1.52, 1.23], [0.40, -2.95, 1.96], [-0.43, 0.78, -0.86], [-0.19, 1.24, -2.31], [-1.67, 1.39, -0.22], [-0.46, -0.29, -0.83], [0.45, 1.01, -0.25], [0.84, 1.49, -2.56], [-1.69, 1.35, 0.87], [-1.84, 2.42, -0.50], [-0.87, 2.06, -2.55], [-0.48, 0.45, -3.01], [-2.53, 0.77, -0.48]]}


{"formula": "C4H10N2O2", "method": "ωB97M-V/def2-TZVPD", "e_lumo_ev": -3.72, "e_homo_ev": -8.201, "relative_energy_kcal_mol": 262.5, "homo_lumo_gap_ev": 4.5, "charge": 0, "largest_force_ha_per_bohr": 0.0950, "species": ["O", "C", "N", "C", "O", "C", "C", "N", "H", "H", "H", "H", "H", "H", "H", "H", "H", "H"], "positions_angstrom": [[0.06, 2.15, -0.37], [-0.44, 1.08, 0.15], [-1.93, 0.79, 0.24], [-2.20, 1.96, 0.78], [1.52, -2.61, 0.71], [0.15, -0.23, -0.65], [1.64, -0.23, -0.91], [-0.49, -1.39, -0.27], [0.03, 0.96, 1.14], [-2.17, 2.17, 1.86], [-2.28, 2.86, 0.17], [1.51, -3.49, 1.13], [-0.27, 0.01, -1.66], [1.98, -0.92, -1.69], [2.16, -0.67, -0.06], [1.95, 0.82, -1.07], [-1.32, -1.15, 0.29], [0.11, -2.13, 0.20]]}